Molecular formula: C2H8NSe
Method: DFT, wB97M-V/def2-TZVPD

Summary:
Molar mass   125.053 g/mol
Energy relative to the best compared isomer or geometry (same formula, charge and spin)   3.1405 eV
E_tot   -69025.614 eV
Net charge   +1
Expectation value of S²   2.017
2S+1   3
Orbital gap (spin up / spin down)   4.79 / 8.47 eV

CARTESIAN COORDINATES (ANGSTROEM)
C 1.51420 -0.63766 0.44204
C -1.23051 -0.01522 -0.87496
N 2.62149 -0.18899 -0.04208
Se -2.76754 -0.01070 0.28827
H 0.32257 -0.48473 -0.30383
H 1.56989 -0.73793 1.53576
H -1.57807 -0.64632 -1.73763
H -1.22506 1.05615 -1.02588
H 2.77475 0.05317 -0.99629
H 3.36729 -0.12854 0.60928
H -2.50500 0.20699 1.72557
H -2.86400 1.53378 0.37976

Atomic forces in eV per Å
C -4.84 -1.27 1.09
C -0.28 -0.30 -0.14
N 2.61 1.45 -2.12
Se -1.17 1.51 0.57
H 1.45 0.17 1.62
H -1.36 -0.23 -0.54
H 0.79 0.53 0.87
H 1.09 -0.10 -0.70
H 0.27 0.03 -0.29
H 0.85 0.19 0.03
H 0.88 -0.66 0.09
H -0.29 -1.32 -0.47

Atomic partial charges in e from the Mulliken method, atoms 1 to 6:
1 C -0.2758
2 C -0.6770
3 N -0.2977
4 Se 0.1878
5 H 0.1679
6 H 0.2645